{"formula": "C7H19BN2", "method": "the ωB97M-V functional and the def2-TZVPD basis", "elements": ["B", "C", "C", "C", "C", "C", "C", "C", "N", "N", "H", "H", "H", "H", "H", "H", "H", "H", "H", "H", "H", "H", "H", "H", "H", "H", "H", "H", "H"], "xyz": [[-0.0398, 0.5905, -0.1285], [-2.0082, 0.5968, -1.6712], [0.2155, -0.6800, -2.1327], [1.0937, -2.8725, 0.7780], [-0.7280, -1.8263, 2.2444], [1.1654, 1.7785, 1.4809], [0.4319, 3.0244, -0.5242], [-0.8803, -0.3768, -1.1325], [0.5258, -1.8388, 1.5375], [0.4616, 1.8293, 0.1441], [-1.6134, 1.5858, -1.8115], [-2.7177, 0.6086, -0.8653], [-2.4422, 0.2306, -2.5061], [0.2702, 0.1336, -2.8090], [1.2870, -0.7511, -1.7468], [0.1112, -1.4554, -2.7840], [1.1687, -3.7352, 1.4362], [0.4859, -3.0667, -0.1124], [2.1663, -2.5302, 0.6828], [-0.7929, -2.5962, 2.9488], [-0.8697, -0.7794, 2.4071], [-1.5844, -2.1439, 1.5588], [1.8308, 2.6596, 1.5640], [0.5746, 1.6882, 2.3750], [1.8663, 0.9637, 1.5837], [1.3746, 3.5790, -0.1678], [0.4485, 2.8965, -1.5843], [-0.5746, 3.6186, -0.3235], [-1.2269, -1.1311, -0.4414]], "forces_ev_per_angstrom": [[-0.7, -2.3, -0.1], [2.0, -0.9, 3.0], [1.9, 1.2, 1.4], [0.5, 0.6, 0.9], [-0.3, -0.6, -4.5], [1.3, 1.0, -0.5], [-0.7, 4.1, 0.2], [1.1, 3.6, 1.1], [0.6, 2.8, 1.2], [0.5, -3.8, 3.0], [0.1, 0.4, -0.3], [-0.7, 0.4, 0.2], [-1.5, -1.0, -2.9], [0.0, 1.3, -0.6], [-1.4, -0.1, 0.1], [-0.7, -2.8, -1.5], [-0.2, -0.8, -0.1], [0.5, -0.5, -0.4], [-1.1, -0.7, -1.0], [0.2, -0.7, 2.1], [-0.5, 0.3, 1.4], [0.3, 0.4, 0.3], [-0.6, 0.0, 0.0], [-0.9, 0.3, 0.0], [-0.1, -0.6, -0.6], [-1.7, -0.1, -0.9], [0.3, -0.1, -0.8], [2.1, -0.7, -0.1], [-0.3, -0.7, -0.6]], "orbital_gap_ha": [0.30295, 0.22496], "e_above_lowest_kcal_mol": 130.8, "total_energy_ha": -412.24884, "charge": 0, "homo_ha": [-0.2798, -0.2034], "e_lumo_ev": [0.629, 0.587]}